C28H56FIrN10O as an isolated structure, computed with ωB97M-V with the def2-TZVPD basis set.

Computed properties:
Electronic energy ... -1926.52810 Eh
⟨S²⟩ ... 0.7536
Net charge ... +3
2S+1 ... 2

Last column: Mulliken charge in e.
CARTESIAN COORDINATES (ANGSTROEM)
Ir: -0.06261 0.04820 0.02534  4.3759
C: 0.29017 -0.86682 3.64770  -0.9013
N: -0.11568 0.52966 3.61431  0.5028
C: 0.54447 1.39148 4.58695  -1.2147
C: -1.15011 0.93103 2.85878  -0.2044
N: -1.34924 0.38979 1.64377  -0.0087
C: -2.75165 0.12981 1.26293  -1.0020
C: -2.88719 0.19215 -0.24345  -0.9209
N: -1.76465 -0.56005 -0.87663  -0.7629
C: -1.74475 -0.34483 -2.35352  -1.1656
C: -0.31261 -0.32424 -2.85621  0.3488
N: 0.49923 0.60182 -2.05575  -0.6093
C: 1.17922 1.49974 -2.75708  -0.2174
N: 0.85271 1.81335 -4.05712  0.4180
C: -0.49238 2.16086 -4.47119  -0.7883
C: 1.84089 1.75351 -5.12820  -1.1658
N: 2.23398 2.18676 -2.26727  0.3089
C: 2.68918 3.44674 -2.85244  -1.1805
C: 2.92986 1.77388 -1.07482  -0.8116
C: -1.90882 -2.02127 -0.55710  -1.1771
C: -0.67536 -2.79249 -0.97900  -0.9492
N: 0.48819 -2.08496 -0.43315  -0.2914
C: 1.66429 -2.67091 -0.42546  -0.9626
N: 2.60082 -2.21991 0.52689  0.7145
C: 2.41111 -2.76525 1.87917  -1.1002
C: 4.01185 -2.12443 0.13600  -1.2881
N: 2.02118 -3.68675 -1.24069  0.2020
C: 1.59267 -3.79877 -2.63112  -1.0172
C: 2.96753 -4.72947 -0.83603  -1.1237
N: -1.94730 1.90715 3.35295  0.2414
C: -2.30987 1.97627 4.77029  -1.2381
C: -2.61609 2.88637 2.51397  -1.2033
H: 1.37690 -0.92800 3.66385  0.3615
H: -0.09116 -1.37884 2.77003  -0.1342
H: -0.09425 -1.34947 4.54968  0.4285
H: 1.62021 1.23116 4.51103  0.3685
H: 0.24645 1.17112 5.61314  0.3850
H: 0.32535 2.43483 4.37438  0.3962
H: -3.45753 0.82705 1.70875  0.6739
H: -3.05073 -0.85522 1.62862  0.3142
H: -2.80804 1.22255 -0.59307  0.2524
H: -3.84864 -0.20688 -0.57972  0.4774
H: -2.24161 0.60392 -2.55474  0.4208
H: -2.32760 -1.12649 -2.84558  0.3995
H: -0.30841 -0.09393 -3.91744  1.1650
H: 0.12404 -1.30851 -2.75841  -1.2694
H: -1.17077 2.12334 -3.62216  0.0642
H: -0.87180 1.48442 -5.24258  0.3018
H: -0.50877 3.17308 -4.88495  0.3133
H: 2.81070 1.46730 -4.72979  0.3341
H: 1.93993 2.71481 -5.63692  0.3735
H: 1.54003 1.00446 -5.86427  0.3765
H: 1.91835 3.86868 -3.48945  0.3696
H: 3.59994 3.31840 -3.43872  0.3138
H: 2.90277 4.14942 -2.04611  0.4910
H: 3.08709 0.69438 -1.06044  0.3468
H: 2.35047 2.06284 -0.19897  -0.2267
H: 3.89558 2.27218 -1.03937  0.5416
H: -2.81214 -2.40206 -1.03988  0.3020
H: -2.02616 -2.11451 0.51791  0.4445
H: -0.65865 -2.90533 -2.06158  0.3007
H: -0.73685 -3.80334 -0.56678  0.7793
H: 1.35916 -2.73739 2.13769  0.2922
H: 2.97507 -2.17058 2.59931  0.4004
H: 2.77111 -3.79381 1.97112  0.3978
H: 4.57783 -3.03292 0.34678  0.4334
H: 4.48106 -1.31247 0.69464  0.2796
H: 4.08916 -1.89846 -0.92626  0.4557
H: 1.34989 -2.82039 -3.03379  0.2184
H: 0.75079 -4.47977 -2.76335  0.3300
H: 2.43287 -4.18695 -3.20566  0.4488
H: 3.05466 -4.77971 0.24344  0.2942
H: 3.95092 -4.57731 -1.28208  0.3850
H: 2.58043 -5.68776 -1.18022  0.4443
H: -2.03190 1.05569 5.27449  0.4039
H: -3.39199 2.08681 4.84235  0.3923
H: -1.84103 2.82395 5.27115  0.3754
H: -2.25069 2.81279 1.49314  0.2855
H: -2.41126 3.88795 2.89740  0.3994
H: -3.69988 2.74917 2.51297  0.3827
F: 1.55896 8.17085 0.52940  -0.2185
C: 0.96739 7.06246 0.18346  0.4778
C: 1.06257 5.97046 1.06459  -0.9144
C: 0.44445 4.81215 0.70636  0.0398
C: -0.27627 4.71636 -0.53302  0.5464
C: -0.90913 3.56069 -0.88625  0.2503
C: -0.33621 5.86969 -1.38839  -0.4362
C: 0.27971 7.03399 -1.03691  -0.7618
H: 1.61047 6.09467 1.98845  0.5240
H: 0.47326 3.94253 1.35345  0.6178
H: -1.45247 3.50524 -1.82313  0.3261
H: -0.88369 2.65680 -0.27778  -0.9726
H: -0.89115 5.80284 -2.31611  0.5176
H: 0.25246 7.92553 -1.64837  0.5247
O: 1.66888 0.17015 1.22944  -0.2851
H: 2.23433 0.92276 1.42215  0.3006
H: 2.22754 -0.60027 0.96428  0.3711

A 7-piece molecular cluster, C28H56N2O21Si overall, computed with ωB97M-V with the def2-TZVPD basis set.

Computed properties:
Electronic energy ... -3079.56370 Eh

Last column: Mulliken charge in e.
CARTESIAN COORDINATES (ANGSTROEM)
C: -1.72849 3.08138 -7.67695  0.7852
C: -1.56466 1.97007 -7.25399  -1.1402
Si: -1.42206 0.28135 -6.55959  0.2780
O: -2.21394 0.26078 -5.11216  -0.3986
C: 0.35272 -0.26864 -6.37510  -0.7622
C: 1.35657 0.47796 -7.25228  -0.6489
N: 1.61859 1.80271 -6.73269  -0.4670
O: -2.17114 -0.84296 -7.55455  -0.2547
N: -3.53591 -0.52008 -7.90639  0.2205
O: -3.62397 -0.11836 -8.98644  -0.2450
H: -1.63057 4.09650 -7.95728  0.4532
H: -1.63089 0.51845 -4.39267  0.2746
H: 0.67393 -0.26680 -5.33596  0.4117
H: 0.37851 -1.31185 -6.69127  0.3401
H: 2.24868 -0.15149 -7.33846  0.3348
H: 0.96437 0.58678 -8.26109  0.4072
H: 2.04135 1.77675 -5.81771  0.1860
H: 2.15585 2.36736 -7.36862  0.2081
C: -2.00783 -0.20829 1.57937  -0.7122
C: -2.82221 -1.03743 0.60999  -0.0632
O: -3.91578 -0.28491 0.06171  -0.3789
C: -3.59515 0.56643 -0.90867  0.7928
O: -2.49481 0.73716 -1.36785  -0.5736
O: -4.70283 1.20265 -1.28406  -0.3446
C: -4.48912 2.20569 -2.28046  -0.1318
H: -2.65118 0.21514 2.35183  0.3016
H: -1.24676 -0.82753 2.05401  -0.0348
H: -1.51371 0.61857 1.07017  0.3438
H: -3.27590 -1.87786 1.13086  0.2184
H: -2.20437 -1.43953 -0.19189  0.2884
H: -3.95993 1.79967 -3.14001  0.0935
H: -3.93394 3.04049 -1.85443  0.2824
H: -5.46407 2.56050 -2.60252  -0.0513
C: 7.02376 0.70137 -6.38996  -1.0906
C: 6.82421 -0.59451 -5.63356  -0.1602
O: 6.95922 -0.40903 -4.21636  -0.3578
C: 5.90372 0.12608 -3.60836  0.7904
O: 4.86563 0.43812 -4.13060  -0.5729
O: 6.19417 0.25743 -2.31451  -0.3173
C: 5.16633 0.87921 -1.53967  -0.6899
H: 7.97804 1.15583 -6.12110  0.3105
H: 7.01179 0.51744 -7.46412  0.3557
H: 6.23697 1.41716 -6.15512  0.2917
H: 7.59746 -1.31087 -5.90373  0.2873
H: 5.85829 -1.04587 -5.85821  0.2855
H: 4.21134 0.37705 -1.67463  0.3390
H: 5.07731 1.93087 -1.80948  0.3192
H: 5.46470 0.80221 -0.49790  0.1932
C: -3.02501 -6.72403 3.26006  -1.1360
C: -2.92443 -5.65230 4.32344  -0.2882
O: -1.55735 -5.30777 4.60106  -0.2461
C: -0.97498 -4.50254 3.71910  0.7094
O: -1.48985 -4.02829 2.74088  -0.5604
O: 0.29194 -4.31363 4.09996  -0.2718
C: 1.05864 -3.52284 3.18766  -0.5686
H: -2.42616 -7.59195 3.53792  0.3079
H: -4.06170 -7.03617 3.13639  0.3804
H: -2.65904 -6.36054 2.30067  0.2947
H: -3.32357 -6.01921 5.26698  0.3322
H: -3.48369 -4.75841 4.04885  0.3403
H: 0.56693 -2.57476 2.98243  0.1608
H: 1.22113 -4.06981 2.26057  0.2887
H: 2.01477 -3.33655 3.66799  0.2411
C: -7.92011 8.03332 -4.66762  -1.0815
C: -7.13086 7.62090 -3.44366  -0.1810
O: -7.90930 6.79854 -2.56196  -0.3669
C: -8.03198 5.52526 -2.93009  0.8047
O: -7.53787 5.01637 -3.90185  -0.5530
O: -8.80210 4.90879 -2.03348  -0.3419
C: -9.08029 3.54300 -2.34670  -0.4663
H: -8.85554 8.51097 -4.37376  0.2908
H: -7.34234 8.73256 -5.27188  0.3513
H: -8.16696 7.16973 -5.28358  0.3096
H: -6.86244 8.49682 -2.85619  0.2863
H: -6.20976 7.10594 -3.71501  0.3088
H: -8.16370 2.98496 -2.52304  0.1287
H: -9.72855 3.48378 -3.21965  0.2902
H: -9.59579 3.11369 -1.49276  0.2250
C: 0.91649 -7.83707 10.97594  -1.0894
C: -0.41301 -7.11444 10.93321  -0.1807
O: -0.28263 -5.79400 10.38935  -0.3818
C: -0.18871 -5.73160 9.06050  0.7443
O: -0.23396 -6.66557 8.30341  -0.5631
O: -0.04930 -4.45366 8.71756  -0.3668
C: 0.12344 -4.23448 7.31178  -0.4399
H: 1.65657 -7.24018 11.51035  0.2928
H: 0.80896 -8.79788 11.47932  0.3490
H: 1.29664 -8.01617 9.97114  0.3123
H: -0.79653 -6.97288 11.94197  0.2911
H: -1.15677 -7.67677 10.36932  0.3081
H: -0.66459 -4.70727 6.73720  0.1140
H: 1.09459 -4.60701 6.99107  0.2989
H: 0.08551 -3.15913 7.15891  0.3186
C: 6.50552 3.61131 5.53083  -1.0808
C: 5.97872 4.46123 4.39453  -0.1878
O: 6.91554 4.53719 3.30952  -0.3649
C: 6.95458 3.47237 2.51329  0.7904
O: 6.26640 2.48897 2.60543  -0.5599
O: 7.88134 3.68709 1.57986  -0.3449
C: 8.07249 2.58900 0.68674  -0.4338
H: 7.48376 3.97041 5.85252  0.2918
H: 5.82118 3.64729 6.37824  0.3495
H: 6.61748 2.57238 5.22362  0.3094
H: 5.84023 5.48845 4.72586  0.2898
H: 5.01886 4.09567 4.03109  0.3121
H: 7.12947 2.27553 0.24730  0.0939
H: 8.53865 1.75495 1.20895  0.3051
H: 8.73716 2.93078 -0.10107  0.2366